{
  "formula": "C27H56NO12P2",
  "method": "the ωB97M-V functional and the def2-TZVPD basis",
  "homo_energy_ha": -0.4262,
  "e_tot_ev": -73535.502,
  "charge": 1,
  "elements": ["C", "C", "C", "P", "P", "N", "H", "H", "H", "H", "H", "H", "H", "H", "O", "C", "O", "C", "C", "C", "H", "H", "H", "H", "H", "H", "H", "H", "O", "C", "O", "C", "C", "C", "H", "H", "H", "H", "H", "H", "H", "H", "O", "C", "O", "C", "C", "C", "H", "H", "H", "H", "H", "H", "H", "H", "O", "C", "O", "C", "C", "C", "H", "H", "H", "H", "H", "H", "H", "H", "O", "C", "O", "C", "C", "C", "H", "H", "H", "H", "H", "H", "H", "H", "O", "C", "O", "C", "C", "C", "H", "H", "H", "H", "H", "H", "H", "H"],
  "xyz": [[5.9927, 0.6510, 1.2406], [5.0144, -0.0148, 1.0559], [3.7796, -0.7714, 0.8605], [2.5171, 0.3814, 0.1576], [0.5408, 0.3987, 1.1805], [0.0006, 1.8548, 1.0919], [6.7568, 1.3696, 1.4328], [3.9355, -1.5991, 0.1700], [3.3841, -1.1368, 1.8058], [2.3782, 0.0817, -1.2021], [3.0374, 1.6697, 0.3020], [-0.2489, -0.5466, 0.5098], [0.7604, -0.0753, 2.4799], [-0.8584, 1.8954, 0.5447], [1.2414, -2.2698, 1.5056], [1.3596, -3.4301, 1.8479], [2.3215, -4.1494, 1.2815], [2.6766, -5.4800, 1.7159], [1.8129, -6.5341, 1.0605], [0.4018, -4.0625, 2.8184], [2.6578, -5.5406, 2.8035], [3.7136, -5.6008, 1.4108], [0.7642, -6.4273, 1.3378], [2.1460, -7.5277, 1.3575], [1.8759, -6.4541, -0.0245], [-0.4647, -4.4221, 2.2638], [0.0718, -3.3025, 3.5223], [0.8285, -4.8821, 3.3893], [9.6038, 0.2382, -2.9173], [8.5997, 0.8927, -2.9441], [8.6063, 2.0784, -3.5819], [7.4149, 2.8250, -3.8422], [7.0341, 3.7110, -2.6734], [7.3517, 0.4569, -2.2109], [6.6027, 2.1606, -4.1416], [7.6538, 3.4395, -4.7083], [6.8011, 3.1225, -1.7842], [6.1625, 4.3164, -2.9247], [7.8596, 4.3757, -2.4197], [7.4202, 0.7844, -1.1742], [7.3144, -0.6292, -2.2343], [6.4261, 0.8195, -2.6486], [-4.2783, 6.7182, 2.2322], [-3.2573, 6.2508, 2.6517], [-2.7403, 5.1706, 2.0261], [-1.4462, 4.6317, 2.3120], [-1.4849, 3.6547, 3.4672], [-2.5817, 6.7828, 3.8931], [-0.7205, 5.4308, 2.4712], [-1.1478, 4.1143, 1.4043], [-1.7922, 4.1428, 4.3932], [-0.5022, 3.2101, 3.6183], [-2.2013, 2.8579, 3.2638], [-3.0287, 6.3062, 4.7648], [-2.7691, 7.8520, 3.9460], [-1.5051, 6.6320, 3.9156], [-2.7166, -0.4007, 0.2843], [-3.6159, 0.3700, 0.0347], [-3.3028, 1.6461, -0.2203], [-4.2684, 2.5996, -0.7209], [-5.0822, 3.2289, 0.3864], [-5.0612, -0.0400, 0.0869], [-4.8960, 2.1327, -1.4799], [-3.6690, 3.3552, -1.2258], [-5.6869, 2.4878, 0.9097], [-5.7519, 3.9832, -0.0246], [-4.4272, 3.7074, 1.1125], [-5.4182, 0.0593, 1.1110], [-5.1339, -1.0839, -0.2112], [-5.7089, 0.5359, -0.5643], [5.2402, -0.7336, -4.2209], [5.2005, -1.8770, -3.8533], [5.8345, -2.8110, -4.5701], [6.0162, -4.1638, -4.1308], [4.8286, -5.0358, -4.4792], [4.3938, -2.2899, -2.6408], [6.2563, -4.1928, -3.0668], [6.9009, -4.5100, -4.6606], [3.9208, -4.7046, -3.9727], [5.0228, -6.0696, -4.1941], [4.6374, -4.9989, -5.5511], [3.3641, -2.4683, -2.9501], [4.4168, -1.4601, -1.9353], [4.7729, -3.1724, -2.1307], [-7.9650, 1.0501, 0.1584], [-8.9304, 0.3445, 0.2957], [-9.4179, 0.1591, 1.5323], [-10.6631, -0.5009, 1.7947], [-10.5012, -2.0038, 1.8809], [-9.5501, -0.3898, -0.8694], [-11.4150, -0.2071, 1.0618], [-10.9893, -0.1062, 2.7550], [-10.1624, -2.4272, 0.9350], [-11.4493, -2.4716, 2.1456], [-9.7614, -2.2589, 2.6397], [-9.0189, -1.3306, -1.0114], [-9.4237, 0.2209, -1.7597], [-10.6113, -0.5936, -0.7551]]
}